1.
The following is a DFT calculation (ωB97M-V with the def2-TZVPD basis set) of a 3-piece molecular cluster, C2H10NO3 overall in a non-equilibrium geometry.

## Properties
E: -362.67390 Eh
ΔE to the lowest compared entry with this formula, charge and spin: 21.0 kcal/mol
LUMO energy: 4.291 eV
charge: -1

```
16
C2H10NO3 (ωB97M-V with the def2-TZVPD basis set)
C -0.23 0.65 -0.47
O 0.37 0.33 0.77
C -0.39 -0.55 -1.37
N -1.49 -1.35 -0.96
H 0.67 1.28 -0.90
H -1.18 1.12 -0.30
H 0.56 -1.14 -1.52
H -0.71 -0.25 -2.43
H -2.31 -0.85 -0.77
H -1.37 -1.94 -0.09
H -0.18 1.31 1.65
H -0.32 1.44 3.20
O -0.61 1.95 2.39
H 2.95 -0.51 -0.35
H 1.69 -0.46 0.74
O 2.53 -1.03 0.41
```

2.
The following is a DFT calculation (ωB97M-V with the def2-TZVPD basis set) of a 2-piece molecular cluster, C2H5BrO2S overall in a non-equilibrium geometry.

## Properties
E: -3201.83530 Eh
SMILES: C=C(O)O.SBr
ΔE to the lowest compared entry with this formula, charge and spin: 13.2 kcal/mol
LUMO energy: -0.559 eV

```
11
C2H5BrO2S (ωB97M-V with the def2-TZVPD basis set)
C -0.50 -0.81 -0.08
C -0.99 0.28 -0.60
O -1.53 1.32 0.10
O -1.13 0.55 -1.98
H -0.44 -0.83 0.96
H -0.06 -1.48 -0.77
H -1.59 1.96 -0.61
H -1.12 -0.15 -2.61
S 2.29 -0.01 2.59
Br 2.84 0.43 0.48
H 2.23 -1.27 2.51
```

3.
The following is a DFT calculation (ωB97M-V with the def2-TZVPD basis set) of a 14-piece molecular cluster, H28O14 overall in a non-equilibrium geometry.

## Properties
E: -1070.08798 Eh
ΔE to the lowest compared entry with this formula, charge and spin: 70.9 kcal/mol
LUMO energy: -0.382 eV

```
42
H28O14 (ωB97M-V with the def2-TZVPD basis set)
O 3.58 2.06 -0.01
H 4.22 1.63 0.56
H 4.13 2.11 -0.81
O 0.92 -0.17 -4.01
H 1.71 0.14 -3.57
H 0.17 0.11 -3.49
O -4.50 -0.72 -2.18
H -4.63 -0.64 -1.22
H -3.55 -0.70 -2.23
O -1.16 -4.15 2.82
H -1.62 -4.15 1.98
H -1.80 -3.61 3.30
O -1.79 -1.82 -4.81
H -0.91 -1.53 -4.54
H -2.46 -1.38 -4.29
O -2.35 0.12 3.18
H -1.64 0.71 3.39
H -2.99 0.16 3.90
O -0.66 0.84 -0.80
H 0.09 0.29 -0.53
H -0.30 1.63 -1.21
O -4.03 -1.53 0.87
H -4.82 -1.35 1.39
H -3.28 -1.54 1.47
O -1.86 1.34 -4.56
H -1.04 1.64 -4.94
H -1.98 0.65 -3.97
O 1.35 3.69 -0.49
H 2.28 3.42 -0.46
H 1.18 4.36 0.18
O 2.21 2.14 2.82
H 2.34 3.02 3.17
H 1.64 2.16 2.04
O 1.12 -1.02 1.10
H 0.34 -0.74 1.57
H 1.15 -1.98 1.04
O 1.15 -0.94 4.57
H 2.12 -0.97 4.63
H 1.28 -0.81 3.61
O 5.04 -0.76 0.51
H 5.26 -0.95 -0.41
H 4.07 -0.81 0.47
```

For each record above, in turn, the calculated orbital gap values are 8.31; 8.36; 10.66 eV.